Record 1
DFT (the ωB97M-V functional and the def2-TZVPD basis) results for a structure of composition C53H132N8O18Zn.

Computed properties:
DFT total energy (Ha): -5669.36405
Relative energy (zero: lowest compared OMol25 entry of this formula, charge and spin) (eV): 9.638
E_LUMO (eV): -2.897
Gap between HOMO and LUMO (eV): 3.09

The geometry in ORCA input format:
```
! RIJCOSX wB97M-V def2-TZVPD def2/J DEFGRID3
* xyz 0 1
Zn 2.90 4.49 3.22
O -7.04 6.34 11.58
O -6.68 9.10 1.69
O 2.97 -2.45 14.38
O -3.38 2.33 17.40
O 6.06 10.75 9.30
O 2.15 11.16 7.75
O -5.29 -4.57 2.05
O 0.84 5.57 13.67
O 0.01 -2.83 10.59
O -8.59 2.66 14.36
O -17.47 2.03 3.32
O -0.90 4.44 4.78
O 4.43 4.21 4.89
O -13.15 4.01 4.29
O -6.55 13.01 5.20
O 3.08 1.04 1.33
O 2.74 5.93 1.59
O -3.43 -6.31 -1.35
N -15.95 4.41 4.34
N 4.81 11.02 6.74
N -5.28 -4.12 -0.81
N -6.81 3.30 12.09
N 4.86 6.27 3.19
N -0.92 5.10 16.87
N 1.95 -1.18 11.97
N -7.70 10.45 3.82
C -1.50 3.77 16.64
C 0.82 -0.57 11.25
C 0.65 5.59 12.23
C 4.19 -3.14 14.61
C -4.39 2.03 18.32
C -11.85 4.09 3.80
C -6.37 5.42 10.77
C -2.59 3.48 17.70
C -4.74 -3.15 0.15
C 5.87 11.29 10.61
C -6.25 10.20 3.82
C 0.11 5.47 15.93
C 3.17 -1.05 14.10
C 2.59 11.89 6.54
C 4.10 12.25 6.58
C 0.79 10.89 7.69
C -3.24 3.69 4.30
C 6.26 11.17 7.00
C -7.86 12.82 4.73
C -5.35 -3.25 1.55
C -0.49 -3.75 9.61
C -6.42 2.63 13.31
C 1.90 -0.95 2.28
C -4.10 -5.22 2.25
C 6.07 5.58 3.60
C 2.06 -0.52 13.27
C 1.52 5.79 0.80
C 3.51 7.11 1.28
C -13.63 5.23 4.66
C -0.35 5.55 14.44
C 1.72 -0.43 -0.16
C -8.02 11.88 3.46
C -2.33 -6.89 -0.72
C -4.61 -4.31 -2.05
C -18.22 1.12 2.60
C -5.75 10.01 2.34
C 6.56 11.70 8.35
C 4.98 6.85 1.85
C -6.20 8.43 0.49
C -5.87 4.35 11.74
C -2.19 4.18 5.24
C -15.03 4.93 5.31
C -9.61 1.94 15.02
C -7.75 7.27 10.76
C -7.57 1.77 13.88
C 4.32 3.13 5.80
C 0.38 -1.52 10.13
C -17.28 4.01 4.79
C -3.23 -4.99 -1.83
C 5.69 4.80 4.86
C 2.58 -0.25 1.11
C -18.03 3.33 3.59
C -6.42 13.41 6.55
H -0.59 5.21 17.82
H -4.15 3.50 4.86
H -5.48 2.08 13.25
H -8.59 12.52 5.48
H -1.49 -6.88 -1.41
H -13.70 5.87 3.79
H 3.15 -0.54 15.06
H -9.06 12.05 3.19
H 5.49 10.52 11.28
H 3.27 2.87 5.66
H -7.03 12.90 7.30
H 0.45 6.45 16.29
H -11.73 4.79 2.98
H 0.88 5.00 1.18
H -5.71 10.98 4.36
H 4.13 -0.82 13.63
H 4.54 3.42 6.83
H -7.14 8.09 0.06
H -9.33 1.36 15.89
H -2.15 3.36 5.96
H 0.03 6.44 11.97
H 0.85 0.21 -0.17
H -2.59 5.00 5.84
H -18.27 1.39 1.55
H 1.15 -0.75 13.82
H -19.23 1.18 3.02
H -2.14 3.37 18.69
H 2.42 11.21 5.71
H -3.66 -3.28 0.26
H 0.87 4.71 16.11
H -0.07 -0.38 11.86
H -7.30 1.08 14.69
H 3.96 -4.00 15.24
H -5.27 2.65 18.13
H -6.40 -2.94 1.55
H -4.75 9.59 2.31
H 1.55 5.75 11.64
H -3.51 4.46 3.59
H 0.90 6.68 0.94
H 6.67 10.17 6.87
H -0.70 -4.70 10.09
H 7.62 11.86 8.56
H 4.81 7.14 3.71
H -5.19 -5.03 -2.62
H -7.11 8.03 10.30
H -6.06 9.28 4.38
H -10.10 1.22 14.36
H 6.50 4.10 5.05
H -0.96 4.71 14.11
H -8.02 9.88 3.05
H -15.51 5.80 5.75
H 5.71 5.47 5.72
H 5.53 7.79 1.82
H 3.04 7.93 1.82
H -6.31 3.45 14.03
H 0.96 -0.45 2.53
H 2.02 12.79 6.30
H -4.10 -5.98 1.47
H 1.16 -1.75 9.41
H -2.08 -6.30 0.17
H 4.84 -2.56 15.27
H 2.37 -0.30 -1.03
H -5.31 -5.04 -0.37
H -15.35 3.64 4.08
H -11.54 3.12 3.41
H -19.10 3.44 3.80
H -7.12 4.94 10.15
H -5.77 9.08 -0.27
H -2.79 -5.01 -2.83
H 4.50 12.84 5.76
H -0.91 6.48 14.33
H -4.56 -3.38 -2.62
H -17.85 4.87 5.14
H -2.15 3.72 15.77
H -17.84 0.11 2.54
H -8.39 7.86 11.42
H -5.02 3.84 11.29
H -2.57 -7.93 -0.53
H -3.22 -4.59 2.34
H -12.96 5.73 5.37
H -11.11 4.39 4.55
H -10.35 2.66 15.37
H -5.38 13.30 6.85
H 1.85 -2.15 12.22
H 4.40 10.57 7.54
H 4.22 12.76 7.53
H 1.35 -1.46 -0.21
H 6.65 11.83 6.23
H 6.48 4.93 2.83
H -8.09 13.87 4.59
H -7.93 1.08 13.12
H -4.65 0.97 18.26
H 0.05 4.72 11.97
H -7.41 12.22 2.63
H -4.87 -2.12 -0.19
H 0.55 10.19 6.89
H -2.92 2.79 3.77
H -6.69 14.47 6.60
H 0.52 10.54 8.69
H 2.05 0.57 13.20
H -4.15 -5.69 3.23
H -5.58 7.56 0.68
H 5.58 6.20 1.21
H -8.48 6.83 10.09
H -5.59 5.81 10.12
H 6.80 6.35 3.82
H -0.78 2.95 16.60
H 3.43 -0.93 1.04
H -5.72 10.95 1.80
H 1.60 -1.96 2.01
H -2.63 -4.42 -1.12
H -4.02 2.19 19.33
H 0.27 11.83 7.51
H 6.83 11.67 10.96
H -3.31 4.30 17.66
H -4.86 -2.55 2.23
H 4.75 -3.34 13.70
H -17.24 3.38 5.68
H -14.92 4.17 6.09
H 1.22 0.39 10.92
H -1.44 -3.43 9.17
H 2.56 -1.11 3.13
H 3.50 7.35 0.22
H 5.10 12.07 10.62
H 4.96 2.30 5.48
H 1.67 5.62 -0.26
H -7.72 3.66 12.34
H -17.93 3.94 2.69
H -0.48 -1.13 9.59
H 0.17 -3.84 8.75
H 6.08 12.67 8.51
H -5.56 4.82 12.67
*
```

Record 2
DFT (the ωB97M-V functional and the def2-TZVPD basis) results for a cluster of 4 separate species, C3H14O3S2 in total.

Computed properties:
Structure (SMILES): CCSSC.O.O.O
DFT total energy (Ha): -1144.75210
Relative energy (zero: lowest compared OMol25 entry of this formula, charge and spin) (eV): 1.176
E_LUMO (eV): 0.380
Gap between HOMO and LUMO (eV): 8.66

The geometry in ORCA input format:
```
! RIJCOSX wB97M-V def2-TZVPD def2/J DEFGRID3
* xyz 0 1
S 0.65 0.26 1.91
S -0.46 0.54 0.24
O -3.33 0.01 1.25
O 4.36 1.29 -3.85
O 0.81 -0.76 -3.75
C -0.86 -2.26 0.32
C -1.10 -1.00 -0.50
C -0.24 0.95 3.37
H 3.69 0.60 -3.78
H -0.20 0.31 4.26
H -1.46 -2.31 1.23
H 4.06 1.96 -3.22
H -1.22 1.14 2.94
H -3.99 0.58 0.86
H 0.19 -2.27 0.63
H 0.30 1.79 3.78
H 1.14 -1.41 -4.40
H -2.18 -0.93 -0.66
H -0.75 -1.00 -1.53
H 0.69 0.04 -4.29
H -2.97 0.71 1.84
H -1.12 -3.15 -0.26
*
```

Record 3
DFT (the ωB97M-V functional and the def2-TZVPD basis) results for a cluster of 7 separate species, C28H65N4O23PS6 in total.

Computed properties:
Structure (SMILES): CC(=O)OCCC[C@](C#N)(CN)[C@@](N)(C#N)P(=O)(O)O.CCOS(C)(=O)=O.CCOS(C)(=O)=O.CCOS(C)(=O)=O.CCOS(C)(=O)=O.CCOS(C)(=O)=O.CCOS(C)(=O)=O
DFT total energy (Ha): -5785.91467
E_LUMO (eV): -0.082
Gap between HOMO and LUMO (eV): 10.34

The geometry in ORCA input format:
```
! RIJCOSX wB97M-V def2-TZVPD def2/J DEFGRID3
* xyz 0 1
S 2.83 9.61 -4.90
S -0.59 -3.31 4.91
S -2.57 -2.21 -3.75
S 3.45 -8.03 9.63
S -1.59 9.78 -2.21
S -2.75 -8.29 6.08
P 2.45 2.37 -0.29
O 0.76 2.29 -5.91
O 2.10 3.13 0.94
O -1.90 -2.96 -4.77
O -1.42 -7.76 6.17
O 1.77 10.10 -5.73
O 2.99 -7.05 10.57
O -1.42 8.32 -2.83
O 1.40 2.82 -8.00
O 2.49 8.11 -4.46
O 3.40 3.22 -1.27
O -0.29 10.38 -2.12
O -3.79 -3.07 -3.18
O -2.66 -9.79 5.55
O 4.19 9.67 -5.35
O -0.05 -2.68 6.07
O -3.64 -8.23 7.20
O 0.18 -2.79 3.62
O -2.44 9.72 -1.06
O -3.03 -0.88 -4.02
O 3.32 1.07 0.10
O 3.03 -9.40 9.74
O 3.15 -7.52 8.15
O -2.00 -3.26 4.64
N 2.50 0.09 -2.51
N 1.10 4.46 -3.40
N -0.16 2.99 -0.74
N 0.10 -0.38 -0.17
C -4.92 -4.02 -5.15
C 1.81 -7.70 7.65
C -2.47 10.49 -3.56
C 0.35 0.69 -0.53
C 0.98 3.36 -3.10
C 0.81 1.93 -2.70
C 3.39 6.66 -6.22
C 1.98 1.14 -3.38
C -1.59 -2.20 -2.29
C 2.16 7.16 -5.49
C -1.80 -10.71 6.26
C -0.19 -1.50 3.08
C -0.04 -4.98 4.84
C 2.71 10.32 -3.29
C 0.82 1.96 -1.13
C -2.42 -11.19 7.56
C -0.46 7.43 -2.23
C 0.82 3.13 -7.00
C 0.84 -6.67 8.19
C 0.37 -0.35 3.90
C 0.14 4.48 -6.82
C -0.55 1.35 -3.18
C -3.55 -7.60 4.67
C -0.52 1.66 -5.75
C -5.01 -3.10 -3.95
C -1.19 2.00 -4.42
C 5.21 -7.95 9.54
C -0.98 6.82 -0.94
H -2.73 11.51 -3.27
H -0.29 6.05 -0.59
H 1.47 -8.71 7.85
H 3.85 7.45 -6.81
H -0.12 -6.76 7.68
H 1.89 -7.59 6.56
H 2.98 11.37 -3.37
H 1.68 10.21 -2.97
H 1.68 6.33 -4.97
H -5.77 -3.46 -3.26
H -3.37 9.90 -3.73
H 0.16 4.72 -5.75
H 5.49 -6.94 9.27
H -1.96 6.37 -1.10
H -0.45 0.57 -5.87
H 0.67 -6.80 9.25
H -1.65 -11.54 5.58
H -1.28 -1.43 3.00
H -0.40 0.30 -3.41
H -2.12 -1.66 -1.51
H -1.83 10.50 -4.43
H 2.79 1.81 -3.64
H 4.14 6.30 -5.52
H 0.30 3.89 -0.61
H 1.45 -0.47 4.03
H 3.16 4.16 -1.22
H 1.57 0.69 -4.28
H -1.09 7.57 -0.16
H -1.39 -3.23 -1.99
H -0.91 4.37 -7.11
H -0.66 -1.69 -2.53
H -0.08 -0.30 4.89
H -3.42 -11.58 7.38
H -4.48 -8.14 4.50
H 3.12 5.84 -6.90
H -1.33 3.07 -4.30
H 1.04 -4.99 4.86
H -1.29 1.39 -2.38
H -1.80 -11.98 8.00
H -4.22 -3.63 -5.89
H -1.19 2.02 -6.54
H 3.39 9.79 -2.63
H -2.20 1.58 -4.49
H -4.57 -5.01 -4.85
H 4.16 1.12 -0.37
H -5.28 -2.08 -4.24
H -3.75 -6.55 4.90
H 0.48 7.95 -2.07
H 0.19 0.60 3.39
H 0.66 5.21 -7.42
H 2.02 -0.79 -2.64
H 5.59 -8.21 10.53
H -0.55 2.72 0.15
H 5.55 -8.67 8.80
H -5.90 -4.12 -5.62
H 3.49 -0.06 -2.66
H -0.43 -5.44 3.94
H -0.83 -10.24 6.43
H -0.44 -5.49 5.72
H -2.88 -7.68 3.82
H 0.22 -1.47 2.07
H 1.44 7.59 -6.18
H -0.28 6.65 -2.97
H 1.22 -5.66 8.05
H -2.51 -10.38 8.29
*
```

Record 4
DFT (the ωB97M-V functional and the def2-TZVPD basis) results for a cluster of 5 separate species, CH12O4S in total.

Computed properties:
Structure (SMILES): CS.O.O.O.O
DFT total energy (Ha): -744.38429
Relative energy (zero: lowest compared OMol25 entry of this formula, charge and spin) (eV): 1.587
E_LUMO (eV): 0.330
Gap between HOMO and LUMO (eV): 9.50

The geometry in ORCA input format:
```
! RIJCOSX wB97M-V def2-TZVPD def2/J DEFGRID3
* xyz 0 1
S -2.39 -1.47 -5.46
O -1.51 0.37 1.31
O 2.07 0.27 0.97
O 3.66 -0.17 3.45
O 0.81 -0.25 3.79
C -2.40 0.21 -4.53
H 2.78 0.03 3.82
H -3.26 0.26 -3.91
H -2.22 0.97 -5.42
H 2.79 0.28 1.70
H 2.55 -0.29 0.43
H -1.51 0.61 -4.03
H 0.20 0.39 4.19
H 0.69 0.18 2.85
H -3.34 -2.00 -4.68
H 4.16 -0.65 4.12
H -1.21 1.20 0.98
H -1.87 0.05 0.42
*
```

The highest E_LUMO belongs to which entry?
C3H14O3S2

Among the records above, which one has the highest gap between HOMO and LUMO?
C28H65N4O23PS6